Entry 1:
The following is a DFT calculation (ωB97M-V/def2-TZVPD) of C40H42B3N8O16P as an isolated structure.

Calculated values
HOMO = -7.429 eV
Kohn-Sham gap = 0.249 Eh
LUMO = -0.64 eV

Geometry (Å):
C: -4.7607 0.8050 0.9750
C: -3.7289 0.7307 0.0510
C: -2.5118 -0.1511 0.4525
B: -1.3639 -0.1004 -0.6273
O: -0.5503 1.0458 -0.7178
B: 0.7203 0.5864 -0.3179
C: 1.5589 1.2322 0.8813
N: 2.6751 0.3494 1.2679
O: 1.2299 -0.5304 -1.0057
B: 0.2556 -1.5375 -1.1357
P: 0.7664 -3.3940 -0.8099
N: 2.1513 -3.6012 -1.8709
O: 1.4307 -3.5294 0.6931
O: -1.0354 -1.1546 -1.4988
H: -5.4055 -0.0909 1.0841
H: -4.9595 1.6829 1.6026
H: -3.7594 1.2288 -0.9290
H: -2.8705 -1.1982 0.5555
H: -2.1994 0.2028 1.4423
H: 0.8523 1.3619 1.7182
H: 1.9267 2.2062 0.5146
H: 2.3513 -0.5425 1.6197
H: 3.3189 0.2245 0.4959
H: 2.6058 -4.4778 -1.6328
H: 1.7809 -3.6167 -2.8182
H: 2.2623 -3.0307 0.7724
C: 4.4022 -8.7088 4.1173
C: 4.6919 -8.3558 2.8058
C: 3.9793 -7.3403 2.1865
C: 2.9850 -6.6866 2.8930
C: 2.6808 -7.0328 4.1983
C: 3.3950 -8.0509 4.8113
N: 2.2415 -5.5895 2.2450
O: 2.5229 -5.3252 1.0906
O: 1.3993 -5.0216 2.9118
H: 4.9638 -9.4986 4.6005
H: 5.4761 -8.8706 2.2664
H: 4.2073 -7.0682 1.1658
H: 1.8998 -6.5207 4.7423
H: 3.1690 -8.3294 5.8321
C: -4.1992 -5.4573 4.0065
C: -3.7966 -5.1872 2.7055
C: -4.4673 -4.2340 1.9572
C: -5.5350 -3.5563 2.5250
C: -5.9543 -3.8199 3.8217
C: -5.2770 -4.7787 4.5606
N: -6.2212 -2.5296 1.7309
O: -5.8324 -2.3441 0.5917
O: -7.1321 -1.9175 2.2533
H: -3.6699 -6.1992 4.5917
H: -2.9573 -5.7177 2.2752
H: -4.1504 -4.0263 0.9447
H: -6.7919 -3.2985 4.2724
H: -5.5893 -4.9944 5.5740
C: 4.2162 2.9520 -1.2159
C: 5.5497 3.3357 -1.1385
C: 5.8902 4.6741 -1.2456
C: 4.8865 5.6141 -1.4258
C: 3.5561 5.2440 -1.5116
C: 3.2219 3.9031 -1.4061
N: 5.2467 7.0366 -1.5170
O: 6.4293 7.3210 -1.4567
O: 4.3481 7.8441 -1.6449
H: 3.9506 1.9051 -1.1272
H: 6.3221 2.5918 -0.9919
H: 6.9278 4.9712 -1.1857
H: 2.7800 5.9772 -1.6562
H: 2.1856 3.5988 -1.4688
C: -12.5318 -0.1950 2.8073
C: -12.8853 -0.6132 4.0843
C: -11.9771 -1.3150 4.8607
C: -10.7201 -1.5860 4.3464
C: -10.3556 -1.1821 3.0733
C: -11.2707 -0.4826 2.3015
N: -9.7458 -2.3084 5.1745
O: -10.0965 -2.6681 6.2813
O: -8.6399 -2.5014 4.7027
H: -13.2418 0.3581 2.2049
H: -13.8690 -0.3890 4.4756
H: -12.2549 -1.6390 5.8537
H: -9.3734 -1.4015 2.6776
H: -10.9986 -0.1582 1.3058
C: 9.8133 6.5988 -4.4524
C: 9.7027 5.6730 -5.4820
C: 9.6783 4.3164 -5.1967
C: 9.7614 3.9041 -3.8778
C: 9.8803 4.8154 -2.8426
C: 9.9068 6.1699 -3.1350
N: 9.7098 2.4677 -3.5685
O: 9.6241 1.6912 -4.5001
O: 9.7513 2.1397 -2.3973
H: 9.8254 7.6579 -4.6772
H: 9.6315 6.0092 -6.5080
H: 9.5912 3.5988 -6.0001
H: 9.9496 4.4856 -1.8155
H: 9.9951 6.8927 -2.3348
C: -2.1134 3.4966 -6.1221
C: -0.9662 4.1960 -6.4753
C: -0.1291 4.6982 -5.4914
C: -0.4523 4.4884 -4.1617
C: -1.5958 3.7994 -3.7943
C: -2.4297 3.3022 -4.7835
N: 0.4433 4.9967 -3.1158
O: 1.4341 5.6133 -3.4620
O: 0.1473 4.7672 -1.9572
H: -2.7627 3.1007 -6.8930
H: -0.7229 4.3471 -7.5186
H: 0.7628 5.2419 -5.7692
H: -1.8425 3.6436 -2.7531
H: -3.3252 2.7594 -4.5113

***

Entry 2:
The following is a DFT calculation (ωB97M-V/def2-TZVPD) of C40H42Br2F6IN6O2P2SSe2Sr as an isolated structure.

Calculated values
HOMO (spin up / spin down) = -8.312 / -8.311 eV
expectation value of S² = 0.760
multiplicity = 2
Kohn-Sham gap (spin up / spin down) = 0.313 / 0.216 Eh
LUMO (spin up / spin down) = 0.20 / -2.44 eV
energy above the lowest of the compared OMol25 structures with the same formula, charge and spin = 11.88 kcal/mol

Geometry (Å):
Sr: 1.1705 0.8494 0.3640
C: 3.1212 -1.4255 -6.7710
C: 3.1795 -0.6313 -5.4958
C: 2.8990 -1.2349 -4.2740
C: 2.9603 -0.5133 -3.0930
C: 3.3005 0.8301 -3.1314
C: 3.6097 1.4448 -4.3343
C: 3.5441 0.7124 -5.5075
S: 3.3176 1.7895 -1.6507
O: 4.3636 2.7739 -1.7415
O: 3.4773 0.7841 -0.5657
N: 1.8530 2.3537 -1.5716
C: 1.6247 3.5508 -0.8617
C: 2.1241 4.7973 -1.2553
C: 1.8613 5.8990 -0.4771
C: 1.1031 5.7552 0.6832
C: 0.6304 4.5017 0.9911
N: 0.8587 3.4255 0.2330
H: 2.3439 -2.1891 -6.7223
H: 4.0699 -1.9344 -6.9539
H: 2.9203 -0.7833 -7.6281
H: 2.6266 -2.2840 -4.2449
H: 2.7655 -0.9963 -2.1445
H: 3.8937 2.4888 -4.3434
H: 3.7756 1.1929 -6.4507
H: 2.7301 4.8588 -2.1478
H: 2.2516 6.8685 -0.7594
H: 0.8957 6.5924 1.3343
H: 0.0438 4.3229 1.8856
Se: -2.0838 1.1597 -0.5152
P: -3.3680 2.1833 0.8536
Se: -2.1726 1.9882 2.6282
C: -3.6846 3.8992 0.3966
C: -4.4547 4.1391 -0.7415
C: -4.6944 5.4386 -1.1488
C: -4.1686 6.5012 -0.4225
C: -3.4035 6.2626 0.7073
C: -3.1575 4.9597 1.1192
C: -4.9995 1.4293 1.0327
C: -5.3438 0.2758 0.3417
C: -6.6023 -0.2834 0.5213
C: -7.5080 0.3062 1.3874
C: -7.1635 1.4620 2.0797
C: -5.9133 2.0257 1.9013
H: -4.8590 3.3090 -1.3097
H: -5.2886 5.6255 -2.0334
H: -4.3561 7.5178 -0.7426
H: -2.9911 7.0897 1.2699
H: -2.5501 4.7665 1.9945
H: -4.6244 -0.1797 -0.3275
H: -6.8732 -1.1815 -0.0181
H: -8.4876 -0.1325 1.5260
H: -7.8712 1.9223 2.7562
H: -5.6451 2.9299 2.4360
F: 0.6239 0.9631 2.7810
P: 1.8263 1.3415 3.8965
F: 2.3517 -0.1814 3.7406
F: 1.2296 2.8297 3.9602
F: 0.8386 0.8730 5.0696
F: 3.0017 1.6989 4.8932
F: 2.7162 1.7489 2.5841
Br: 5.3278 -4.8912 0.3875
C: 4.4388 -4.4888 2.0078
C: 4.0557 -5.5596 2.8058
C: 3.3786 -5.3303 3.9926
C: 3.0809 -4.0320 4.3786
C: 3.4614 -2.9638 3.5814
C: 4.1504 -3.1843 2.3912
I: 4.6324 -1.5215 1.2411
H: 4.2926 -6.5663 2.4903
H: 3.0884 -6.1683 4.6127
H: 2.5549 -3.8412 5.3052
H: 3.2265 -1.9518 3.8783
C: -0.0865 -4.9134 0.5389
N: 0.5965 -3.6760 0.8719
C: 1.5948 -3.2949 -0.1026
C: -0.0669 -2.6811 1.5437
N: 0.0519 -1.4439 1.1817
N: -0.8440 -3.0984 2.6021
C: -1.7239 -2.1272 3.2288
C: -0.3408 -4.1154 3.5172
H: -0.5824 -4.8342 -0.4374
H: -0.8370 -5.1645 1.2818
H: 0.6407 -5.7252 0.4845
H: 2.3452 -4.0849 -0.1750
H: 2.0881 -2.3846 0.2123
H: 1.1582 -3.1372 -1.1028
H: -0.3952 -0.8624 1.8854
H: -1.1754 -1.3936 3.8336
H: -2.4132 -2.6607 3.8820
H: -2.3097 -1.5983 2.4765
H: 0.5654 -4.5670 3.1212
H: -1.0889 -4.8936 3.6869
H: -0.0954 -3.6572 4.4804
Br: -0.1280 1.7311 -4.2857
C: -0.3393 -0.0826 -3.8011
C: -0.5081 -1.0185 -4.8160
C: -0.7238 -2.3320 -4.4481
C: -0.7819 -2.6547 -3.0976
C: -0.6080 -1.6427 -2.1735
N: -0.3673 -0.3688 -2.5153
H: -0.4725 -0.7106 -5.8504
H: -0.8585 -3.0933 -5.2059
H: -0.9649 -3.6681 -2.7679
H: -0.6561 -1.8348 -1.1054

***

Entry 3:
The following is a DFT calculation (ωB97M-V/def2-TZVPD) of C40H42ClN15OSScSe2 as an isolated structure.

Calculated values
HOMO = -4.448 eV
Kohn-Sham gap = 0.223 Eh
LUMO = 1.61 eV
energy above the lowest of the compared OMol25 structures with the same formula, charge and spin = 10.16 kcal/mol
total charge = -1

Geometry (Å):
Sc: -1.5126 1.3337 -0.3229
Cl: 1.5836 4.4450 -6.2914
C: 0.5675 3.9676 -4.9439
C: 0.2807 4.8955 -3.9352
C: -0.4871 4.5251 -2.8566
C: -0.9707 3.2045 -2.7270
O: -1.6188 2.8363 -1.6721
C: -0.6978 2.2968 -3.7742
C: -1.1419 0.9273 -3.7019
N: -1.7747 0.4079 -2.7127
C: -2.3141 -0.8898 -2.8387
C: -2.5082 -1.5606 -4.0168
C: -3.1002 -2.8408 -4.0440
C: -3.5349 -3.4289 -2.8945
C: -3.4013 -2.7433 -1.6628
C: -3.8877 -3.2656 -0.4452
C: -3.7681 -2.5333 0.6974
C: -3.1299 -1.2822 0.6308
N: -2.6386 -0.7828 -0.4751
C: -2.7817 -1.4802 -1.6312
C: 0.0741 2.6928 -4.8737
H: 0.6783 5.8996 -4.0071
H: -0.7107 5.2216 -2.0578
H: -0.8920 0.3153 -4.5735
H: -2.2160 -1.1087 -4.9552
H: -3.2193 -3.3469 -4.9941
H: -4.0099 -4.4027 -2.9075
H: -4.3643 -4.2401 -0.4417
H: -4.1464 -2.8851 1.6475
H: -3.0105 -0.6888 1.5289
H: 0.3045 1.9751 -5.6536
N: -3.0028 4.2008 1.2226
C: -3.8030 3.2419 0.6466
N: -5.0548 3.4592 0.3138
N: -5.4771 2.2670 -0.1795
N: -4.5398 1.4000 -0.1344
N: -3.4230 1.9813 0.4068
C: -1.6253 4.1428 1.2281
N: -0.8743 5.1803 1.5589
N: 0.3808 4.7044 1.4997
N: 0.3633 3.4619 1.1595
N: -0.9067 3.0550 0.9727
H: -3.4006 5.1226 1.2831
C: -2.0659 -1.9644 7.1565
C: -1.6469 -1.5330 5.7735
C: -1.9130 -0.2575 5.3014
C: -1.5028 0.1718 4.0383
C: -1.8028 1.5798 3.6155
C: -0.7980 -0.7112 3.2055
Se: -0.1056 -0.2167 1.4828
C: -0.5405 -2.0184 3.6639
C: 0.1967 -3.0191 2.8135
C: -0.9625 -2.4006 4.9331
H: -2.7084 -1.2166 7.6224
H: -1.1962 -2.1066 7.8033
H: -2.6099 -2.9114 7.1301
H: -2.4514 0.4410 5.9360
H: -2.3838 2.0993 4.3791
H: -2.3608 1.6062 2.6800
H: -0.8769 2.1312 3.4392
H: -0.2045 -3.0338 1.7972
H: 0.1279 -4.0164 3.2543
H: 1.2525 -2.7467 2.7169
H: -0.7489 -3.4117 5.2727
C: 0.9990 -5.5921 0.6757
N: 0.6057 -4.8117 -0.4881
C: -0.6544 -5.2160 -1.0786
C: 1.2229 -3.6615 -0.8596
S: 0.5758 -2.5779 -1.9422
N: 2.4756 -3.4766 -0.2725
C: 2.9552 -2.1008 -0.2082
C: 3.5024 -4.4110 -0.7162
H: 0.1169 -5.7818 1.2902
H: 1.7254 -5.0412 1.2629
H: 1.4239 -6.5576 0.3814
H: -0.6784 -6.3057 -1.1471
H: -0.7588 -4.7769 -2.0667
H: -1.4939 -4.8775 -0.4630
H: 2.1885 -1.4628 0.2283
H: 3.2116 -1.7044 -1.1977
H: 3.8396 -2.0867 0.4323
H: 3.1164 -5.4273 -0.7517
H: 4.3436 -4.3814 -0.0222
H: 3.8651 -4.1447 -1.7182
C: 3.8545 2.0609 -3.1202
N: 3.6622 2.3337 -1.7112
C: 2.5636 1.9978 -0.9774
Se: 1.2032 0.9056 -1.5518
N: 2.7266 2.4960 0.2610
C: 3.9197 3.2010 0.3251
C: 4.5387 3.8756 1.3631
C: 5.7841 4.4326 1.1049
C: 6.3885 4.3188 -0.1500
C: 5.7657 3.6399 -1.1900
C: 4.5270 3.0829 -0.9217
H: 3.0748 1.3761 -3.4419
H: 4.8312 1.6037 -3.2836
H: 3.7816 2.9833 -3.6990
H: 1.8611 2.6955 0.8204
H: 4.0641 3.9628 2.3316
H: 6.2999 4.9631 1.8951
H: 7.3603 4.7665 -0.3137
H: 6.2249 3.5531 -2.1665

***

Entry 4:
The following is a DFT calculation (ωB97M-V/def2-TZVPD) of C40H42GeLiN4O2P as an isolated structure.

Calculated values
HOMO = -8.323 eV
Kohn-Sham gap = 0.316 Eh
LUMO = 0.27 eV
energy above the lowest of the compared OMol25 structures with the same formula, charge and spin = 19.04 kcal/mol

Geometry (Å):
Li: 2.7268 -0.8730 -1.1214
N: 2.5334 1.8652 -3.2942
P: 2.9190 1.8837 -1.6275
C: 1.2543 2.1895 -0.9291
C: 0.4772 3.2723 -1.3320
C: -0.7608 3.4955 -0.7628
C: -1.2356 2.6309 0.2089
C: -0.4754 1.5385 0.5880
C: 0.7657 1.3155 0.0254
C: 3.4436 3.6385 -1.5110
C: 3.8882 4.3978 -2.5846
C: 4.2044 5.7355 -2.4094
C: 4.1102 6.3189 -1.1581
C: 3.7070 5.5562 -0.0731
C: 3.3776 4.2266 -0.2500
C: 2.1823 0.6751 -3.8845
C: 1.5296 0.6518 -5.1226
C: 1.2318 -0.5707 -5.6829
C: 1.5976 -1.7271 -5.0062
C: 2.2261 -1.6011 -3.7839
N: 2.5161 -0.4329 -3.2320
H: 2.0709 2.6841 -3.6788
H: 0.8550 3.9539 -2.0840
H: -1.3487 4.3521 -1.0649
H: -2.2032 2.7947 0.6568
H: -0.8397 0.8490 1.3293
H: 1.3512 0.4509 0.2991
H: 3.9877 3.9438 -3.5600
H: 4.5213 6.3238 -3.2583
H: 4.3499 7.3644 -1.0293
H: 3.6430 6.0046 0.9077
H: 3.0415 3.6330 0.5902
H: 1.2551 1.5765 -5.6081
H: 0.7061 -0.6270 -6.6241
H: 1.3735 -2.6995 -5.4079
H: 2.4956 -2.4647 -3.1977
N: 3.9508 -2.8728 -0.9073
C: 4.5800 -2.8822 0.3988
C: 3.9786 -1.7801 1.2591
N: 4.0466 -0.5130 0.5491
H: 2.9615 -3.0679 -0.7847
H: 4.3455 -3.6094 -1.4820
H: 5.6514 -2.7022 0.2625
H: 4.4617 -3.8436 0.9287
H: 4.5026 -1.7582 2.2298
H: 2.9268 -2.0099 1.4314
H: 5.0155 -0.3007 0.3358
H: 3.7067 0.2266 1.1527
O: -0.3967 -2.3747 -1.7292
C: 0.2441 -2.3631 -0.6856
O: 1.3534 -1.7811 -0.5125
C: -0.2619 -3.1502 0.5435
C: -1.7769 -3.1811 0.6708
Ge: -2.6790 -1.5857 1.4779
C: -1.5416 -0.9155 2.9899
C: -1.5602 0.4039 3.4291
C: -0.6849 0.8454 4.4070
C: 0.2305 -0.0318 4.9640
C: 0.2242 -1.3613 4.5801
C: -0.6678 -1.7980 3.6149
C: -4.3535 -2.2531 2.3209
C: -5.2909 -2.9294 1.5505
C: -6.4239 -3.4776 2.1236
C: -6.6403 -3.3495 3.4853
C: -5.7266 -2.6599 4.2623
C: -4.5934 -2.1183 3.6812
C: -3.2435 -0.2548 0.0997
C: -4.4467 0.4265 0.2374
C: -4.9197 1.2359 -0.7798
C: -4.1877 1.3823 -1.9463
C: -2.9771 0.7277 -2.0860
C: -2.5110 -0.0858 -1.0688
H: 0.2260 -2.7267 1.4220
H: 0.0965 -4.1774 0.4172
H: -2.0863 -4.0367 1.2772
H: -2.1988 -3.3240 -0.3237
H: -2.2678 1.0996 2.9950
H: -0.7113 1.8781 4.7275
H: 0.9381 0.3195 5.7010
H: 0.9188 -2.0552 5.0351
H: -0.6919 -2.8446 3.3452
H: -5.1223 -3.0291 0.4865
H: -7.1383 -4.0085 1.5106
H: -7.5211 -3.7823 3.9376
H: -5.8953 -2.5475 5.3239
H: -3.8759 -1.5869 4.2918
H: -5.0277 0.2984 1.1430
H: -5.8672 1.7441 -0.6705
H: -4.5657 1.9991 -2.7480
H: -2.3984 0.8381 -2.9943
H: -1.5864 -0.6216 -1.2076